No. 1
Entry from the Open Molecules 2025 dataset: a gas-phase ion, C2H4N (charge +1) (the ωB97M-V functional and the def2-TZVPD basis).

Geometry as XYZ:
```
7
Properties=species:S:1:pos:R:3:forces:R:3
H -1.62723 -1.21123 -0.08405 2.3 -0.2 0.8
C 0.52453 1.14044 -0.29915 0.9 1.1 1.0
H -0.01309 -2.00436 0.79847 0.1 1.1 -0.3
N 0.14181 -0.02836 -0.30712 -3.2 -7.4 3.4
H 0.21101 1.69758 0.58186 0.1 0.4 -0.1
C -0.51373 -1.15863 0.27794 0.4 5.2 -4.3
H 1.27669 1.56455 -0.96797 -0.6 -0.2 -0.5
```
Forces are in eV/Å.

Values from the calculation:
Kohn-Sham gap: 10.706 eV
SMILES string: C=[N+]=C
E_LUMO: -6.879 eV
molecular weight: 42.06 g mol⁻¹
net charge: +1



No. 2
Entry from the Open Molecules 2025 dataset: a molecular structure, C3H8N2OS2 (the ωB97M-V functional and the def2-TZVPD basis).

Geometry as XYZ:
```
16
Properties=species:S:1:pos:R:3:forces:R:3
H 1.55210 2.73093 -0.65222 -0.5 1.5 -0.5
C -2.16210 0.58737 0.80795 -1.6 -4.1 0.7
N 1.82948 -1.36080 -0.42248 -3.0 -1.9 2.7
H -3.09566 1.05753 0.61131 -0.9 0.5 -1.7
H 1.25950 -2.39334 0.08301 2.7 4.0 -2.0
C 0.68992 -0.41129 -0.33157 2.1 2.0 1.9
H -1.62259 1.41180 1.24461 1.2 -0.5 -0.2
H 4.12391 -0.68608 -0.67701 -1.7 -0.2 2.6
H -2.40267 -1.40235 -0.51539 0.9 2.4 -0.4
N 0.71560 0.89701 -0.06210 -0.6 -4.4 -1.5
H -1.50866 0.37194 -1.26748 -1.0 -2.6 0.9
C -1.69524 -0.48003 -0.44997 0.2 3.3 0.8
H -2.68293 -0.08098 1.59953 1.8 0.8 -0.5
S 2.19789 1.70822 -0.20118 0.6 0.0 0.1
S 3.20954 -0.79982 0.54525 1.0 -1.4 -3.1
O -0.40810 -1.15009 -0.31227 -1.2 0.6 0.2
```
Forces are in eV/Å.

Values from the calculation:
Kohn-Sham gap: 8.367 eV
E_LUMO: 0.253 eV
molecular weight: 152.24 g mol⁻¹



No. 3
Entry from the Open Molecules 2025 dataset: a molecular structure, C2H10N4 (the ωB97M-V functional and the def2-TZVPD basis).

Geometry as XYZ:
```
16
Properties=species:S:1:pos:R:3:forces:R:3
H -1.65914 0.17464 0.04489 0.2 0.4 0.0
N -1.21677 -1.49382 -1.36533 -0.4 2.0 0.4
N 0.30258 1.50272 0.64072 1.4 -2.0 0.4
H -0.31136 0.88207 2.51679 0.1 0.2 -0.2
C 0.43516 -0.34856 0.03721 -0.8 4.3 1.5
H 2.10087 0.20396 -1.14260 -0.5 0.0 0.0
H -1.30995 1.93699 1.75041 0.2 -0.1 -0.2
N 1.57640 -0.53454 -0.69826 1.0 -0.5 -0.4
H -1.27504 -2.24274 -0.67577 0.1 0.4 0.1
H 1.30997 1.58249 0.77325 -0.1 0.5 0.4
H -0.51675 -1.77682 -2.05097 0.0 0.4 0.3
H -0.73221 0.72208 -1.46270 0.1 0.1 0.3
H 2.06045 -1.41304 -0.59657 0.1 0.4 0.2
N -0.33409 1.69503 1.89763 0.1 -0.2 0.0
C -0.78699 0.08444 -0.58958 -1.6 -5.8 -2.9
H 0.35688 -0.97490 0.92089 -0.1 0.0 -0.1
```
Forces are in eV/Å.

Values from the calculation:
Kohn-Sham gap: 8.310 eV
E_LUMO: 0.836 eV
molecular weight: 90.13 g mol⁻¹



No. 4
Entry from the Open Molecules 2025 dataset: a gas-phase ion, C6H9INO (charge +1) (the ωB97M-V functional and the def2-TZVPD basis).

Geometry as XYZ:
```
18
Properties=species:S:1:pos:R:3:forces:R:3
O -0.63278 1.15740 0.06761 -1.6 -1.2 -0.3
H 0.25586 3.23311 0.65490 1.3 -0.2 -1.3
H -2.17651 -1.48518 -0.78124 0.6 -4.6 -2.2
H -2.50611 0.09996 -1.23312 -0.8 0.7 -0.4
C 1.17029 2.70315 0.18426 -2.5 -0.6 4.8
I 3.33552 -0.23831 -0.18467 -0.1 0.0 0.3
C 0.15574 -0.94477 0.15769 2.6 4.4 0.0
C 0.24816 -2.41062 0.16204 1.0 1.4 0.5
H -0.39500 -2.78143 0.96048 0.3 -0.5 -0.2
C 1.35605 0.13591 0.18927 -2.8 -4.2 -0.2
H 1.89128 2.83458 1.03727 -0.2 -0.3 -1.2
C 0.68290 1.27246 0.15173 1.6 2.5 -0.3
N -0.93074 -0.20007 0.00036 2.1 -0.3 0.7
H 1.34054 -2.64973 0.19945 -1.1 -0.2 0.3
H 1.47716 3.11755 -0.70695 0.6 0.8 -1.9
H -2.90945 -0.69659 0.40642 -0.5 0.9 -0.1
C -2.25286 -0.56502 -0.44870 0.0 3.0 2.7
H -0.11006 -2.58239 -0.81682 -0.6 -1.4 -1.1
```
Forces are in eV/Å.

Values from the calculation:
Kohn-Sham gap: 9.255 eV
SMILES string: Cc1o[n+](C)c(C)c1I
E_LUMO: -3.844 eV
molecular weight: 238.05 g mol⁻¹
net charge: +1



Number 1: energy -132.97989 hartree. Number 2: energy -1100.05916 hartree. Number 3: energy -301.05848 hartree. Number 4: energy -661.36779 hartree.